Entry 1:
119
Properties=species:S:1:pos:R:3 method="wB97M-V/def2-TZVPD" homo_ev="-6.328 / -6.334" gap_ev="6.3 / 6.3" spin_multiplicity=4 e_tot_ev=-112702.2356
H 0.89 9.20 -0.27
C -5.56 -4.22 0.87
C 1.91 -0.54 -3.92
C 2.58 3.76 1.74
H -2.48 -1.77 -2.45
N 0.67 -0.15 1.49
O 1.05 -1.30 -1.40
H -1.46 -4.58 -3.10
H 1.20 -2.74 3.55
H 1.75 7.67 -0.49
C -1.26 4.18 0.87
H -1.75 -4.73 3.24
C 1.70 0.62 1.84
H -1.53 3.12 -1.01
S 1.97 -0.27 -2.10
O -1.83 6.41 1.20
C -1.22 3.99 2.25
H -4.56 -2.65 2.79
H -2.23 -3.11 2.73
C 5.37 2.88 3.35
C -0.61 -4.54 0.89
H 3.54 -2.16 -2.56
H 4.56 3.30 1.03
H -5.23 -4.75 1.75
H -0.28 -3.60 0.47
C -2.67 -5.98 0.88
H -0.10 -1.25 -3.73
H -4.98 -4.51 -2.03
H -5.66 -2.72 -1.36
C -2.41 -4.18 2.58
C 3.77 1.08 3.37
H 7.53 2.81 3.35
C 3.55 -1.31 -1.88
C -2.93 -3.79 -1.75
H -0.28 -5.34 0.23
H 3.51 -1.68 -0.86
C 0.76 -1.43 -4.38
C 0.49 -1.31 2.11
C -4.75 -2.95 0.62
H -1.40 2.55 3.85
H 2.91 4.56 2.40
H -6.61 -3.93 1.03
H 6.75 1.23 3.24
H -0.40 -1.86 1.83
C -1.40 2.73 2.78
C 2.43 -0.98 3.44
H 4.73 0.02 -3.09
C -1.23 5.63 0.46
H 2.24 4.19 0.80
H -4.83 -1.26 -0.75
O 4.30 0.68 4.40
N 4.23 2.19 2.73
C -1.46 3.05 0.07
H -1.60 5.39 -2.75
H -1.10 4.85 2.89
H 5.27 2.80 4.43
H 3.98 1.34 -1.07
H 5.68 -1.02 -2.03
C -1.53 -4.33 -2.04
H -5.54 -4.90 0.02
C 4.77 -0.42 -2.08
H 1.99 -3.11 -5.01
H -5.72 -1.59 2.00
H 4.95 0.28 -0.04
C -3.95 -4.88 -2.07
H -3.98 -1.30 1.80
H -2.25 -6.64 1.64
H -6.40 -1.75 -0.09
H 3.44 1.99 0.80
C 0.84 8.12 -0.09
C -1.60 1.68 1.90
H 0.81 7.95 0.99
P -2.92 -3.15 0.06
C -0.40 7.53 -0.74
S -0.02 1.25 -2.36
N -0.47 6.09 -0.56
N -2.17 -1.82 0.25
C 1.36 -1.78 3.08
C -0.52 5.35 -2.93
H 1.22 5.74 -1.71
C -3.15 -2.60 -2.70
H 3.13 -1.28 4.20
N -1.61 1.82 0.58
H -0.23 6.21 -3.53
Er -0.75 -0.46 -0.65
H 6.79 2.29 1.82
H 0.46 -1.12 -5.38
H -3.43 -4.41 2.86
H -1.79 0.68 2.27
H -1.30 -5.23 -1.48
H 1.74 1.56 1.31
C -2.14 -4.56 1.11
H -1.29 7.97 -0.29
C 2.61 0.27 2.82
H -3.76 -6.03 0.96
H 1.81 0.47 -4.31
H -0.76 -3.58 -1.83
H -3.87 -5.73 -1.39
H -2.38 -6.37 -0.09
C 4.86 0.70 -1.04
H 2.87 -0.96 -4.23
H -0.09 -4.68 1.84
C 6.69 2.27 2.91
C -4.75 -2.07 1.89
H 1.73 3.26 2.21
C -5.44 -2.12 -0.47
H -0.30 4.44 -3.49
H -4.17 -2.23 -2.69
H 0.30 -3.51 -4.72
H 0.36 4.28 -1.26
H -2.91 -2.91 -3.72
H -3.78 -5.24 -3.08
H 1.38 -3.23 -3.35
C 0.22 5.31 -1.58
C 3.73 2.77 1.50
H -0.42 7.74 -1.81
H 5.74 1.33 -1.22
H 5.32 3.93 3.07
C 1.13 -2.91 -4.36

Entry 2:
125
Properties=species:S:1:pos:R:3 method="wB97M-V/def2-TZVPD" homo_ev=-4.863 gap_ev=7.4 charge=-1 e_tot_ev=-137333.1796
H 4.73 0.59 3.03
H 1.76 -4.16 -0.34
H -4.81 -2.63 1.01
H -1.63 4.95 -3.51
C 3.08 -2.74 -3.14
H -0.93 1.26 -2.66
O -1.17 2.07 0.27
C -0.64 5.34 -3.70
H 6.14 0.64 4.07
C 2.46 -1.39 -2.71
H 6.49 -2.03 -3.27
C -5.63 -2.19 2.99
H -5.60 0.33 -0.56
H -0.55 6.41 -3.52
H 2.22 -6.57 -2.88
C 4.47 -2.59 -3.74
H 4.39 -1.86 -4.54
C -3.62 2.40 0.20
C 4.49 -3.22 2.86
C 0.68 2.93 -1.28
B 2.17 1.45 -0.27
H -4.50 1.26 1.77
F -0.83 -2.00 -1.36
H -1.24 5.83 4.47
C -4.49 2.10 -1.04
H 2.51 4.51 -2.52
C 3.20 0.31 -0.89
H -3.88 1.53 -1.73
H 1.67 5.96 -1.97
C -4.81 3.42 -1.76
O -1.87 0.01 -1.37
C -1.75 4.45 2.88
H -7.70 -2.53 3.51
C 0.39 4.57 -2.92
H 6.35 -3.75 -1.79
H 5.11 -4.03 0.98
C -3.51 5.99 2.90
Br 0.74 4.32 0.24
H -2.05 3.40 2.81
H -0.74 -4.51 -1.42
H 5.27 -1.04 -2.49
H -3.93 3.89 -2.18
O -2.63 5.24 2.07
H -0.44 5.17 -4.77
N 0.06 3.41 -2.49
H -3.20 7.05 2.85
C 0.15 -6.35 -2.24
H 4.58 -1.67 0.66
C -1.90 4.97 4.30
H 2.99 -0.63 -3.29
H 2.78 1.96 0.68
H -0.73 4.54 2.51
O 2.07 -6.14 -0.88
H 6.49 -3.58 2.00
F -2.87 -1.78 -0.60
C -2.22 2.87 -0.26
C -5.79 1.39 -0.69
H 4.78 -3.35 -1.15
H -4.53 5.91 2.51
H 4.52 0.47 4.79
H 1.42 -1.38 -3.03
C 5.50 -3.29 1.68
H 3.68 -1.21 2.60
O 5.30 -1.21 3.91
H -3.59 0.27 0.65
C 2.60 -1.07 -1.20
H 2.46 -3.20 -3.92
H 7.35 -2.62 -0.12
H 4.07 0.25 -0.24
O 1.92 2.47 -1.38
H -6.32 1.82 0.15
C 5.59 -1.99 0.89
H -2.17 2.92 -1.35
H 0.66 -4.26 -2.47
C -0.68 0.73 -1.74
H -6.46 1.47 -1.55
H 1.65 -7.91 -1.85
H -0.17 -6.42 -3.28
C 5.52 -2.06 -2.76
H -1.68 4.22 5.06
H -2.07 3.89 0.09
C 1.72 5.22 -2.77
H 4.82 -3.54 -4.16
C -7.05 -1.69 3.25
C 0.22 -4.92 -1.71
H 3.58 0.72 -1.84
H -3.59 6.17 5.08
C -1.67 -1.15 -0.70
H 0.16 0.09 -1.96
C 6.41 -2.11 -0.38
H -4.93 -1.35 3.03
C 1.58 -6.83 -2.03
H 6.70 -1.13 -0.77
C 5.16 0.19 3.95
H 2.01 5.75 -3.68
H 4.90 -3.79 3.69
H -4.09 3.24 0.70
H -5.29 -2.95 3.69
H -5.31 4.10 -1.07
C -7.44 -1.12 1.90
H -4.02 4.58 4.45
H 3.40 -1.93 4.16
H -2.75 1.29 1.88
H -8.51 -1.17 1.70
H 3.55 -3.68 2.55
H 1.64 -1.22 -0.72
H 3.24 -1.87 -0.82
C -0.19 1.73 -0.65
O -6.74 -1.90 0.92
H -6.08 -3.75 1.54
H -5.51 3.24 -2.57
H -7.11 -0.08 1.80
H -7.12 -0.95 4.05
F -1.21 -0.99 0.57
H -0.54 -6.94 -1.63
C 5.72 -2.92 -1.50
C -3.58 1.23 1.18
O 0.80 1.03 0.03
H 3.09 -3.46 -2.32
C 1.18 -5.07 -0.54
C 4.15 -1.84 3.36
C -3.36 5.44 4.31
H 0.65 -5.35 0.38
H 6.03 -1.20 1.50
C -5.75 -2.70 1.56

Entry 3:
140
Properties=species:S:1:pos:R:3 method="wB97M-V/def2-TZVPD" homo_ev=-10.805 gap_ev=7.5 charge=+1 e_tot_ev=-103337.7598
O -22.33 16.96 0.59
H -19.57 19.83 4.78
H -15.73 10.86 0.94
H -19.86 19.67 0.91
O -23.63 12.21 9.33
C -23.42 17.10 1.47
H -26.50 11.40 9.41
C -19.75 10.44 -1.74
H -20.17 13.87 -0.82
O -20.98 15.84 -0.60
O -17.35 10.74 5.19
C -20.43 12.83 2.86
Mg -23.30 13.04 1.25
H -16.59 17.15 5.24
H -26.01 13.69 8.79
C -24.69 16.88 5.65
H -26.87 8.20 2.35
C -13.60 15.52 -1.79
H -23.56 13.78 10.66
H -17.65 10.99 2.40
O -15.18 15.27 0.41
C -15.96 10.98 5.43
C -20.58 20.22 2.90
H -23.70 18.16 1.48
O -20.55 11.37 -0.99
H -26.82 16.64 10.76
H -23.80 16.29 5.88
H -18.99 11.29 6.31
H -22.69 13.37 6.01
C -25.94 16.87 10.16
H -23.67 14.23 8.97
H -17.48 15.88 1.17
O -22.58 11.87 -0.25
O -14.98 15.85 -1.74
C -18.13 11.76 5.83
O -22.15 9.87 -1.15
O -21.65 12.76 2.26
H -18.76 17.77 4.16
C -24.02 13.50 9.70
H -19.53 9.57 -1.13
C -18.08 16.34 7.09
C -22.04 15.75 0.13
H -21.09 18.90 4.53
H -23.69 12.19 4.25
H -13.00 16.00 -1.02
F -18.21 13.95 2.95
H -17.20 10.84 -0.15
H -23.16 16.83 2.49
H -15.54 11.17 4.44
O -16.81 16.32 -0.76
H -15.42 10.21 5.99
H -18.77 10.84 -1.99
H -24.42 10.38 9.40
O -24.27 10.21 3.83
C -24.42 11.27 10.03
H -23.87 9.20 -0.11
H -25.73 17.94 10.23
H -16.48 8.98 3.34
O -16.31 8.19 1.55
O -18.64 18.98 2.43
H -17.34 15.77 4.35
H -20.28 10.11 -2.63
C -17.70 16.53 0.32
C -19.45 20.01 1.87
H -13.26 15.78 -2.79
H -20.88 21.26 3.07
H -17.57 13.33 7.17
H -24.35 17.91 5.56
H -24.33 16.58 1.14
C -17.66 10.09 1.78
C -23.54 9.55 -1.08
H -25.28 7.58 2.85
O -22.67 14.74 0.36
H -21.51 14.82 4.48
C -20.92 14.05 5.00
H -17.61 17.55 0.70
H -21.46 19.80 2.40
H -25.97 14.14 10.43
H -25.08 16.35 10.57
O -24.23 11.38 1.91
C -21.80 11.10 -0.77
C -20.57 14.72 -1.38
C -16.73 16.07 5.20
O -18.64 17.32 6.67
H -19.93 14.49 5.21
H -19.97 17.42 2.94
F -19.91 15.14 2.43
O -25.62 16.74 6.71
H -13.45 14.45 -1.62
H -21.75 14.52 6.95
C -23.37 11.16 4.40
H -17.35 11.65 7.79
C -25.18 16.94 7.93
H -26.14 11.79 11.10
C -25.80 11.91 10.07
H -23.22 10.88 5.44
C -21.67 13.69 6.25
H -19.81 15.09 -2.07
C -19.41 13.88 2.36
H -19.54 15.86 9.89
H -15.13 12.18 7.07
O -26.14 16.59 8.79
O -20.61 12.88 4.27
C -15.62 15.77 -0.60
H -18.65 9.95 1.35
F -19.12 13.65 1.06
C -16.65 10.35 0.65
H -18.77 20.85 1.71
H -15.79 13.14 5.64
H -18.00 8.20 2.77
H -25.14 16.60 4.70
C -15.88 12.27 6.28
H -21.24 12.81 6.74
C -25.57 13.38 9.74
C -17.18 8.86 2.51
C -24.61 10.42 2.55
O -24.09 17.37 8.22
O -25.40 9.52 2.07
O -18.49 15.73 8.22
C -17.25 12.32 6.94
O -17.15 15.61 6.50
H -26.14 8.68 3.90
H -18.71 16.32 0.01
H -24.13 10.42 -1.39
H -20.52 15.49 8.51
H -23.78 8.81 -1.84
H -19.97 11.85 2.72
H -19.97 17.16 8.83
C -19.69 16.11 8.84
H -15.80 15.54 5.02
H -23.90 11.01 10.96
H -22.43 11.10 3.85
H -18.43 12.50 5.08
C -25.94 8.44 2.86
C -16.35 8.88 0.32
C -19.38 18.23 3.39
H -15.37 8.69 -0.14
H -21.37 14.31 -2.00
H -17.12 8.48 -0.35
C -20.20 19.32 4.06